No. 1
{
  "formula": "C7H6Cl2N",
  "method": "ωB97M-V/def2-TZVPD",
  "total_charge": 1,
  "mol_weight_da": 175.0,
  "e_above_lowest_kj_mol": 64.8,
  "multiplicity": 3,
  "orbital_gap_ev": [6.029, 6.139],
  "total_energy_ev": -33879.1341,
  "species": ["C", "C", "C", "C", "C", "C", "C", "N", "Cl", "Cl", "H", "H", "H", "H", "H", "H"],
  "coordinates": [[2.19, 0.09, -0.90], [1.32, -0.80, -1.47], [1.68, 0.99, 0.05], [0.12, -1.02, -0.98], [0.29, 0.93, 0.38], [-1.68, -0.29, 0.48], [-2.22, 0.01, 1.65], [-0.40, -0.11, -0.02], [-3.84, -0.39, 1.98], [-1.29, 0.45, 3.06], [3.13, 0.04, -1.26], [1.50, -1.28, -2.41], [2.31, 1.69, 0.43], [-0.54, -1.66, -1.54], [-0.10, 1.77, 0.88], [-2.48, -0.42, -0.32]],
  "mulliken_spin": [0.28, -0.07, -0.10, 0.22, 0.27, 0.47, 0.58, 0.03, 0.17, 0.13, 0.02, 0.00, 0.00, 0.00, 0.02, -0.01]
}

No. 2
{
  "formula": "C6H9N",
  "method": "ωB97M-V/def2-TZVPD",
  "total_charge": 0,
  "mol_weight_da": 95.1,
  "e_above_lowest_kj_mol": 205.7,
  "orbital_gap_ev": 9.943,
  "smiles": "C/C=C(/C)CC#N",
  "total_energy_ev": -7856.0277,
  "species": ["C", "C", "C", "C", "C", "C", "N", "H", "H", "H", "H", "H", "H", "H", "H", "H"],
  "coordinates": [[0.33, -0.21, -1.87], [0.09, 1.03, -1.16], [-0.41, -0.58, 0.73], [0.33, 0.49, 0.31], [-1.68, -1.19, 0.18], [1.57, 0.92, 1.08], [0.37, -1.32, -2.18], [0.73, 1.66, -1.59], [-0.95, 1.25, -1.27], [-0.06, -0.96, 1.67], [-2.34, -0.69, 0.83], [-1.69, -2.29, 0.32], [-1.92, -1.03, -0.84], [1.38, 1.76, 1.78], [2.29, 1.09, 0.33], [1.96, 0.07, 1.68]],
  "mulliken_charge": [0.27, -0.68, -0.26, 0.60, -1.33, -1.24, -0.47, 0.44, 0.28, 0.36, 0.36, 0.28, 0.43, 0.27, 0.36, 0.34]
}

No. 3
{
  "formula": "C4H6ClN",
  "method": "ωB97M-V/def2-TZVPD",
  "total_charge": 0,
  "mol_weight_da": 103.6,
  "e_above_lowest_kj_mol": 248.8,
  "multiplicity": 3,
  "orbital_gap_ev": [6.152, 7.520],
  "total_energy_ev": -18250.8237,
  "species": ["C", "C", "C", "C", "N", "Cl", "H", "H", "H", "H", "H", "H"],
  "coordinates": [[1.24, 1.92, 0.45], [0.78, 0.74, 0.06], [-1.30, -0.86, -0.83], [-0.81, -1.27, 0.49], [-0.44, 0.11, 0.27], [2.05, -0.25, -0.71], [2.32, 1.98, 0.40], [0.73, 2.75, 0.92], [-0.66, -1.36, -1.55], [-2.20, -0.42, -1.21], [-1.58, -1.24, 1.29], [-0.14, -2.10, 0.40]],
  "mulliken_spin": [0.92, 0.65, 0.32, 0.04, -0.07, 0.09, 0.02, 0.02, 0.00, 0.01, 0.00, 0.00]
}

No. 4
{
  "formula": "C26H37CaN2O7P2",
  "method": "ωB97M-V/def2-TZVPD",
  "total_charge": 1,
  "mol_weight_da": 591.6,
  "orbital_gap_ev": 9.312,
  "total_energy_ev": -81898.0031,
  "species": ["Ca", "C", "C", "C", "C", "C", "C", "H", "H", "H", "H", "H", "H", "C", "C", "C", "C", "C", "C", "C", "N", "C", "C", "C", "C", "C", "C", "C", "N", "C", "C", "C", "C", "H", "H", "H", "H", "H", "H", "H", "H", "H", "H", "H", "H", "H", "H", "H", "H", "H", "H", "H", "H", "H", "H", "H", "H", "C", "C", "O", "P", "O", "O", "O", "P", "O", "O", "O", "H", "H", "H", "H", "H", "H", "H"],
  "coordinates": [[-0.02, -1.05, 0.22], [-0.43, 1.88, -1.27], [0.46, 1.13, -2.02], [1.70, 0.77, -1.49], [2.04, 1.17, -0.20], [1.15, 1.92, 0.55], [-0.08, 2.28, 0.02], [-1.39, 2.15, -1.68], [0.19, 0.81, -3.02], [2.39, 0.17, -2.07], [2.99, 0.87, 0.22], [1.42, 2.23, 1.55], [-0.78, 2.87, 0.60], [-6.28, -2.04, 3.20], [-6.13, -0.58, 2.75], [-7.21, -0.25, 1.71], [-6.33, 0.33, 3.96], [-4.75, -0.42, 2.13], [-3.77, 0.42, 2.65], [-2.54, 0.49, 2.03], [-2.23, -0.18, 0.93], [-3.16, -1.00, 0.41], [-4.41, -1.13, 0.98], [-2.80, -1.76, -0.82], [-3.49, -2.91, -1.17], [-3.17, -3.60, -2.34], [-2.16, -3.06, -3.13], [-1.49, -1.93, -2.69], [-1.79, -1.29, -1.56], [-3.89, -4.89, -2.69], [-5.39, -4.59, -2.85], [-3.37, -5.52, -3.98], [-3.69, -5.90, -1.54], [-7.26, -2.19, 3.66], [-5.52, -2.31, 3.94], [-6.20, -2.74, 2.36], [-8.20, -0.35, 2.16], [-7.17, -0.92, 0.85], [-7.10, 0.78, 1.35], [-7.33, 0.19, 4.36], [-6.22, 1.38, 3.70], [-5.62, 0.10, 4.76], [-3.94, 1.00, 3.54], [-1.76, 1.13, 2.43], [-5.15, -1.77, 0.52], [-4.25, -3.30, -0.52], [-1.85, -3.52, -4.05], [-0.67, -1.53, -3.27], [-5.56, -3.89, -3.66], [-5.82, -4.18, -1.94], [-5.93, -5.51, -3.08], [-3.52, -4.86, -4.84], [-3.91, -6.44, -4.18], [-2.31, -5.76, -3.91], [-4.12, -5.54, -0.60], [-2.63, -6.08, -1.37], [-4.17, -6.84, -1.79], [1.33, -4.17, 3.56], [1.61, -3.95, 2.08], [2.45, -5.00, 1.57], [2.56, -2.42, 1.82], [3.74, -2.38, 2.87], [3.33, -2.57, 0.45], [1.70, -1.21, 1.81], [0.03, -3.79, 1.12], [-0.46, -5.31, 1.04], [0.39, -3.30, -0.26], [-0.88, -2.86, 1.85], [2.26, -4.35, 4.09], [0.70, -5.05, 3.69], [0.81, -3.31, 3.99], [1.92, -5.60, 1.03], [3.49, -2.20, 3.79], [3.65, -3.47, 0.30], [-1.08, -5.56, 1.73]],
  "mulliken_charge": [1.58, -0.19, -0.37, -0.54, -0.47, -0.25, -0.50, 0.39, 0.50, 0.39, 0.36, 0.38, 0.48, -1.52, 1.97, -1.60, -2.16, 0.20, -0.76, -1.00, 0.19, 0.18, -0.68, -0.39, 0.12, 0.39, -0.78, -0.62, -0.35, 2.00, -1.63, -2.17, -1.62, 0.44, 0.37, 0.33, 0.46, 0.32, 0.37, 0.43, 0.44, 0.42, 0.53, 0.53, 0.75, 0.65, 0.55, 0.34, 0.38, 0.31, 0.47, 0.43, 0.43, 0.44, 0.33, 0.36, 0.47, -1.99, 1.23, -0.60, 0.61, -0.53, -0.51, -0.67, 0.55, -0.48, -0.86, -0.56, 0.47, 0.39, 0.39, 0.38, 0.35, 0.39, 0.39]
}

No. 5
{
  "formula": "C3H4N2O",
  "method": "ωB97M-V/def2-TZVPD",
  "total_charge": 0,
  "mol_weight_da": 84.1,
  "e_above_lowest_kj_mol": 44.6,
  "orbital_gap_ev": 9.360,
  "smiles": "Oc1ncc[nH]1",
  "total_energy_ev": -8203.4229,
  "species": ["O", "C", "N", "C", "C", "N", "H", "H", "H", "H"],
  "coordinates": [[2.20, -0.13, 0.07], [0.86, -0.18, 0.07], [0.11, -1.23, 0.18], [-1.19, -0.72, 0.11], [-1.18, 0.63, -0.04], [0.17, 0.99, -0.05], [2.50, -1.05, 0.17], [-2.04, -1.37, 0.18], [-1.97, 1.37, -0.03], [0.55, 1.70, -0.66]],
  "mulliken_charge": [-0.49, 0.42, -0.58, -0.33, -0.27, -0.13, 0.37, 0.39, 0.37, 0.26]
}

No. 6
{
  "formula": "C26H45FN2O11PS",
  "method": "ωB97M-V/def2-TZVPD",
  "total_charge": 1,
  "mol_weight_da": 643.7,
  "orbital_gap_ev": 6.348,
  "total_energy_ev": -76027.9124,
  "species": ["C", "C", "O", "P", "O", "C", "C", "C", "N", "C", "C", "F", "N", "C", "S", "O", "C", "C", "H", "H", "H", "H", "H", "H", "H", "H", "H", "H", "H", "H", "H", "H", "H", "H", "H", "H", "H", "H", "H", "O", "C", "O", "C", "C", "C", "H", "H", "H", "H", "H", "H", "O", "C", "O", "C", "C", "C", "H", "H", "H", "H", "H", "H", "O", "C", "O", "C", "C", "C", "H", "H", "H", "H", "H", "H", "O", "C", "O", "C", "C", "C", "H", "H", "H", "H", "H", "H"],
  "coordinates": [[-3.87, 1.87, 4.43], [-3.07, 1.90, 3.05], [-2.52, 0.62, 2.66], [-3.57, -0.24, 1.64], [-3.38, -1.72, 1.98], [-3.13, -0.02, -0.16], [-1.57, -0.30, -0.44], [-1.32, -0.75, -1.96], [-0.78, -2.16, -2.05], [-0.60, -2.62, -3.48], [0.53, -1.86, -4.27], [1.83, -2.14, -3.79], [0.38, -2.36, -1.25], [0.27, -3.43, -0.53], [0.16, -4.40, 0.78], [-5.12, 0.24, 2.05], [-6.09, 0.01, 0.99], [-6.59, 1.42, 0.48], [-4.36, 0.86, 4.57], [-4.73, 2.61, 4.31], [-3.27, 2.22, 5.31], [-2.17, 2.59, 3.22], [-3.67, 2.41, 2.24], [-3.68, -0.85, -0.73], [-3.45, 0.95, -0.63], [-1.06, 0.70, -0.31], [-1.13, -1.00, 0.31], [-0.66, -0.04, -2.53], [-2.34, -0.78, -2.45], [-1.52, -2.77, -1.65], [-0.53, -3.74, -3.54], [-1.58, -2.35, -4.00], [0.33, -0.75, -4.36], [0.52, -2.25, -5.34], [-6.98, -0.49, 1.49], [-5.75, -0.70, 0.19], [-6.77, 2.05, 1.40], [-7.59, 1.33, -0.03], [-5.81, 1.94, -0.14], [0.13, 3.18, 0.48], [0.98, 2.68, 1.16], [1.78, 3.38, 2.00], [2.75, 2.49, 2.58], [2.15, 1.11, 2.45], [1.35, 1.22, 1.17], [3.69, 2.59, 2.02], [2.93, 2.77, 3.62], [2.90, 0.31, 2.43], [1.48, 0.91, 3.29], [1.95, 1.00, 0.29], [0.46, 0.60, 1.20], [0.63, -9.96, -1.59], [0.87, -9.32, -0.61], [-0.07, -8.93, 0.29], [0.54, -8.09, 1.28], [2.01, -8.44, 1.25], [2.23, -8.80, -0.20], [0.35, -7.04, 1.02], [0.09, -8.29, 2.26], [2.65, -7.63, 1.61], [2.19, -9.32, 1.88], [2.47, -7.93, -0.81], [2.99, -9.57, -0.32], [5.72, 3.09, -4.65], [5.45, 1.95, -4.87], [6.34, 1.03, -5.32], [5.66, -0.21, -5.58], [4.40, -0.16, -4.73], [4.08, 1.33, -4.72], [5.44, -0.27, -6.65], [6.30, -1.04, -5.30], [3.60, -0.78, -5.12], [4.63, -0.49, -3.71], [3.47, 1.62, -5.58], [3.61, 1.63, -3.79], [0.16, 5.24, 4.43], [0.36, 6.24, 3.79], [0.92, 7.37, 4.30], [0.91, 8.39, 3.30], [0.82, 7.66, 1.98], [0.00, 6.44, 2.34], [0.05, 9.05, 3.47], [1.82, 8.99, 3.37], [0.38, 8.26, 1.18], [1.82, 7.35, 1.65], [-1.07, 6.62, 2.27], [0.29, 5.57, 1.75]],
  "mulliken_charge": [-1.00, -0.04, -0.33, 0.92, -0.81, -1.01, -0.30, -0.99, 0.44, -0.62, -0.27, -0.25, -0.61, 0.37, -0.08, -0.31, -0.27, -0.94, 0.27, 0.30, 0.32, 0.18, 0.25, 0.52, 0.38, -0.08, 0.63, 0.38, 0.46, 0.50, 0.41, 0.35, 0.30, 0.39, 0.32, 0.29, 0.25, 0.39, 0.21, -0.67, 0.64, -0.37, -0.47, -0.71, 0.34, 0.25, 0.39, 0.38, 0.29, 0.27, -0.31, -0.55, 0.46, -0.38, 0.24, -0.51, -0.34, -0.33, 0.35, 0.31, 0.27, 0.23, 0.29, -0.55, 0.45, -0.34, -0.51, -0.18, -0.36, 0.28, 0.32, 0.12, 0.23, 0.29, 0.24, -0.58, 0.54, -0.37, -0.43, -0.62, 0.14, 0.24, 0.35, 0.35, 0.25, 0.30, -0.15]
}